(1)
{"formula": "C9H17Li2O9P", "method": "ωB97M-V/def2-TZVPD", "e_tot_ha": -1387.0206, "e_homo_ev": [-5.9, -5.4], "total_charge": -1, "gap_ev": [8.50, 7.16], "e_lumo_ha": [0.0942, 0.0637], "spin_multiplicity": 2, "elements": ["Li", "Li", "P", "O", "O", "O", "O", "O", "C", "O", "O", "H", "C", "C", "C", "O", "C", "H", "H", "H", "H", "H", "H", "H", "H", "C", "C", "C", "O", "C", "H", "H", "H", "H", "H", "H", "H", "H"], "xyz": [[-1.3626, -1.0020, -0.6366], [-1.3917, -3.1882, -2.6630], [-3.1619, -1.5377, -2.1710], [-3.3547, -1.4071, -0.6331], [-1.7042, -1.2478, -2.4734], [-4.3167, -0.7759, -2.7535], [-3.3758, -3.0323, -2.5086], [0.8486, -4.0220, 1.0095], [-0.0276, -3.3643, 0.2397], [-0.4235, -2.2542, 0.6652], [-0.3560, -3.7987, -0.8885], [0.7663, -3.3673, 1.7068], [-1.0214, 3.1769, -0.1615], [-1.1223, 2.5853, 1.2559], [-1.3819, 1.1264, 1.1453], [-0.9778, 0.8421, -0.1723], [-1.3232, 1.9649, -0.9949], [-0.0129, 3.4937, -0.4274], [-1.6781, 4.0120, -0.4056], [-1.8851, 3.0583, 1.8744], [-0.1811, 2.7483, 1.7811], [-2.4237, 0.8570, 1.3190], [-0.8535, 0.4856, 1.8512], [-2.3834, 1.8778, -1.2324], [-0.8345, 1.8636, -1.9639], [2.5553, -0.4375, -0.3799], [2.3542, 0.9607, 0.0773], [2.3499, 0.8979, 1.5399], [3.2950, -0.0811, 1.8466], [3.2351, -1.0760, 0.8381], [3.1641, -0.4704, -1.2834], [1.5877, -0.8232, -0.7012], [1.3865, 1.3886, -0.1846], [3.1970, 1.5534, -0.2783], [1.4080, 0.5858, 1.9911], [2.6472, 1.8233, 2.0331], [2.5930, -1.8700, 1.2193], [4.1657, -1.5457, 0.5196]], "mulliken_spin": [-0.01, 0.00, -0.09, 0.45, -0.01, 0.41, 0.25, 0.00, 0.00, 0.00, 0.00, 0.00, 0.00, 0.00, 0.00, 0.01, 0.00, 0.00, 0.00, 0.00, 0.00, 0.00, 0.00, -0.01, 0.00, 0.00, 0.00, 0.00, 0.00, 0.00, 0.00, 0.00, 0.00, 0.00, 0.00, 0.00, 0.00, 0.00]}

***

(2)
{"formula": "C6H11N2O", "method": "ωB97M-V/def2-TZVPD", "e_tot_ha": -419.6959, "relative_energy_ev": 1.661, "e_homo_ev": -13.3, "total_charge": 1, "gap_ev": 9.27, "e_lumo_ha": -0.1473, "smiles": "CC1=CNC=[NH+][C@@]1(C)O", "elements": ["C", "C", "C", "C", "C", "C", "N", "N", "O", "H", "H", "H", "H", "H", "H", "H", "H", "H", "H", "H"], "xyz": [[1.4716, -0.6424, 0.6792], [0.2705, -2.0764, -0.7382], [0.5380, 0.3827, 0.6801], [-0.7937, 0.1930, -0.1903], [0.5114, 1.5740, 1.4605], [-0.7866, 1.1589, -1.4149], [1.3592, -1.8255, -0.0417], [-0.6970, -1.1324, -0.8556], [-1.9914, 0.2879, 0.4494], [2.2891, -0.7425, 1.3346], [0.2136, -2.9687, -1.3857], [0.3566, 2.3442, 0.7474], [1.4942, 1.6666, 2.0191], [-0.3243, 1.5020, 2.2533], [-1.7458, 0.9987, -2.0068], [0.1372, 0.7338, -1.9966], [-0.7325, 2.1040, -1.0358], [1.9837, -2.5812, 0.1829], [-1.4712, -1.0845, -1.5342], [-2.0828, 0.1079, 1.3933]], "mulliken_charge": [-0.57, -0.08, 0.27, 0.76, -1.37, -1.18, -0.05, -0.15, -0.52, 0.45, 0.37, 0.31, 0.38, 0.29, 0.39, 0.29, 0.43, 0.29, 0.31, 0.38]}

***

(3)
{"formula": "C3HN2O4P", "method": "ωB97M-V/def2-TZVPD", "e_tot_ha": -866.7730, "e_homo_ev": -0.1, "total_charge": -2, "gap_ev": 6.97, "e_lumo_ha": 0.2539, "smiles": "O=[P@]1([O-])O[C@]12C=NN=C2[O-]", "elements": ["C", "C", "C", "N", "N", "O", "O", "O", "O", "P", "H"], "xyz": [[0.0123, 0.4469, 0.0368], [-0.7838, -0.1167, -1.0505], [-1.5381, 1.1824, -1.5619], [-0.2120, 1.7126, 0.1625], [-1.1309, 2.1770, -0.7629], [-0.8967, -2.5688, 0.3066], [-2.5166, -2.3111, -1.6118], [-2.2714, 1.1666, -2.5694], [-0.1310, -1.1617, -1.8860], [-1.3143, -1.7638, -0.9231], [0.5547, -0.1737, 0.6093]], "mulliken_charge": [-0.68, 1.25, 0.16, -0.48, -0.71, -0.79, -0.78, -0.70, -0.51, 0.63, 0.60]}